(1)
Entry from OMol25: a molecular structure, C39H47AuGeNO4P at a distorted geometry (ωB97M-V/def2-TZVPD).

Last column: Löwdin charge in e.
CARTESIAN COORDINATES (ANGSTROEM)
Au1 0.021 0.525 -0.352  1.036
O1 3.980 -0.457 -1.018  0.146
C1 2.914 0.003 -1.347  -0.567
O2 2.092 0.643 -0.562  -0.197
C2 2.471 -0.130 -2.807  -0.124
C3 3.346 0.141 -3.851  0.016
C4 2.890 0.092 -5.164  -0.021
C5 1.565 -0.220 -5.443  0.028
C6 0.716 -0.505 -4.387  -0.126
C7 1.166 -0.488 -3.080  -0.017
N1 -0.708 -0.793 -4.615  -0.337
O3 -1.078 -0.963 -5.751  0.133
O4 -1.435 -0.825 -3.625  0.023
H1 4.375 0.393 -3.631  0.135
H2 3.572 0.302 -5.976  0.123
H3 1.181 -0.249 -6.453  0.132
H4 0.470 -0.767 -2.298  0.042
C8 -4.953 -0.084 -1.496  -0.007
C9 -4.397 -0.629 -0.167  -0.575
C10 -4.558 -2.174 -0.117  0.006
C11 -5.106 0.002 1.039  -0.012
C12 -2.969 -0.422 -0.126  -0.026
C13 -1.735 -0.393 -0.123  -0.310
H5 -5.989 -0.403 -1.601  0.104
H6 -4.384 -0.463 -2.346  0.095
H7 -4.921 1.005 -1.514  0.086
H8 -5.623 -2.402 -0.162  0.110
H9 -4.152 -2.583 0.808  0.086
H10 -4.067 -2.649 -0.967  0.100
H11 -6.156 -0.286 1.013  0.105
H12 -5.055 1.091 1.008  0.076
H13 -4.680 -0.348 1.980  0.093
C14 -1.672 5.095 -0.116  -0.046
C15 -1.757 3.568 -0.192  -0.646
C16 -2.806 3.020 0.776  -0.073
C17 -2.085 3.126 -1.625  -0.074
P1 -0.060 2.882 0.213  1.191
C18 1.112 3.724 -0.854  -0.350
C19 1.323 3.209 -2.137  -0.101
C20 2.192 3.845 -3.004  -0.036
C21 2.849 5.001 -2.603  -0.023
C22 2.630 5.523 -1.334  -0.032
C23 1.771 4.889 -0.455  -0.074
C24 0.479 2.889 2.011  -0.649
C25 0.090 4.186 2.727  -0.054
C26 -0.198 1.696 2.709  -0.094
C27 1.999 2.680 2.018  -0.064
H14 -2.658 5.496 -0.359  0.112
H15 -0.962 5.495 -0.838  0.090
H16 -1.407 5.453 0.878  0.078
H17 -3.791 3.344 0.436  0.105
H18 -2.670 3.397 1.789  0.082
H19 -2.801 1.928 0.793  0.044
H20 -3.070 3.508 -1.895  0.106
H21 -2.110 2.039 -1.721  0.056
H22 -1.368 3.529 -2.341  0.083
H23 0.805 2.312 -2.450  0.084
H24 2.358 3.436 -3.992  0.118
H25 3.527 5.498 -3.283  0.124
H26 3.132 6.431 -1.029  0.124
H27 1.602 5.319 0.522  0.101
H28 -0.988 4.285 2.847  0.080
H29 0.473 5.077 2.233  0.074
H30 0.532 4.154 3.725  0.111
H31 -1.278 1.681 2.561  0.066
H32 -0.007 1.762 3.780  0.108
H33 0.220 0.750 2.355  0.055
H34 2.539 3.570 1.702  0.084
H35 2.300 1.855 1.369  0.065
H36 2.313 2.442 3.035  0.109
Ge1 -0.590 -2.189 -0.053  0.982
C28 -1.335 -2.946 1.597  -0.334
C29 -1.858 -2.174 2.627  -0.129
C30 -2.454 -2.797 3.716  -0.068
C31 -2.508 -4.182 3.776  -0.056
C32 -1.969 -4.952 2.755  -0.054
C33 -1.362 -4.335 1.670  -0.102
C34 1.362 -2.518 -0.026  -0.336
C35 1.864 -3.227 -1.112  -0.117
C36 3.170 -3.688 -1.064  -0.042
C37 3.955 -3.432 0.052  -0.034
C38 3.451 -2.701 1.121  -0.046
C39 2.146 -2.241 1.089  -0.100
H37 -1.104 -2.819 -1.341  0.028
H38 -1.819 -1.091 2.583  0.081
H39 -2.872 -2.198 4.514  0.112
H40 -2.954 -4.667 4.635  0.117
H41 -2.007 -6.032 2.800  0.117
H42 -0.919 -4.936 0.883  0.109
H43 1.246 -3.433 -1.979  0.104
H44 3.563 -4.251 -1.900  0.122
H45 4.965 -3.816 0.095  0.124
H46 4.067 -2.497 1.986  0.122
H47 1.746 -1.696 1.936  0.109

Force components x, y, z for each atom (eV/Å):
Au 2.03 0.18 -0.38
O -0.38 0.68 0.48
C 0.43 -1.18 -2.13
O -1.10 1.00 1.59
C -0.07 0.12 0.75
C -0.06 -0.05 -0.12
C 0.08 -0.01 0.09
C -0.26 -0.10 -0.08
C 0.25 0.08 0.20
C -0.07 0.19 -0.26
N -0.18 -0.08 -0.15
O 0.05 0.04 0.21
O 0.12 -0.01 -0.11
H 0.00 -0.01 0.01
H -0.03 0.01 -0.01
H 0.05 0.01 -0.02
H -0.02 -0.08 -0.11
C 0.08 -0.03 -0.02
C -0.22 0.13 -0.13
C 0.22 -0.17 0.01
C 0.06 0.01 0.11
C -0.04 -0.26 0.04
C 0.44 0.77 0.06
H -0.02 0.03 0.02
H -0.02 -0.03 0.00
H -0.01 0.01 0.00
H -0.03 0.10 -0.02
H -0.01 0.00 0.00
H -0.02 0.00 0.00
H -0.01 0.00 -0.02
H 0.00 -0.02 -0.01
H 0.00 -0.02 -0.01
C 0.21 0.13 0.07
C -0.05 -0.74 -0.04
C 0.04 0.06 -0.01
C 0.08 0.04 -0.02
P -0.01 0.43 0.15
C -0.05 -0.49 -0.18
C -0.09 0.10 0.07
C 0.01 -0.03 -0.07
C -0.05 -0.03 0.04
C 0.04 0.08 -0.06
C -0.06 -0.04 0.16
C 0.02 -0.42 -0.18
C -0.13 0.12 -0.14
C -0.06 0.03 -0.09
C 0.07 -0.01 -0.07
H -0.03 -0.07 -0.01
H -0.02 0.02 -0.01
H -0.03 0.01 -0.03
H 0.00 0.02 -0.02
H -0.02 -0.04 0.01
H -0.03 0.06 0.04
H 0.00 0.04 0.05
H -0.04 0.02 -0.03
H -0.03 -0.01 -0.03
H 0.08 -0.04 -0.09
H -0.01 0.01 0.00
H 0.01 0.01 0.02
H -0.01 0.00 0.01
H 0.06 -0.01 -0.01
H 0.02 0.03 0.02
H -0.01 0.01 0.04
H 0.02 -0.05 0.00
H 0.01 -0.03 0.06
H 0.04 0.03 0.00
H 0.00 -0.01 0.07
H 0.00 -0.01 0.02
H 0.04 0.01 0.05
H -0.07 0.03 0.03
Ge -0.68 -1.86 0.89
C 0.21 0.38 -0.56
C -0.16 -0.09 0.00
C 0.10 0.11 0.01
C -0.03 -0.05 0.09
C 0.16 -0.02 -0.05
C -0.09 0.02 0.05
C -0.61 0.87 -0.19
C 0.09 0.18 -0.21
C -0.10 -0.12 0.02
C 0.03 -0.04 0.00
C -0.14 -0.10 0.09
C 0.14 0.10 0.12
H -0.05 0.05 -0.09
H -0.06 0.00 -0.01
H 0.03 -0.04 0.04
H -0.07 0.01 -0.04
H -0.01 0.00 0.06
H -0.07 -0.05 0.00
H 0.03 0.03 -0.01
H 0.03 -0.05 0.04
H 0.03 0.09 -0.04
H 0.03 -0.03 -0.01
H 0.00 0.03 -0.03

Its frontier orbital gap (spin up / spin down) is 4.643 / 4.644 eV. Its charge is +2. The calculation puts the LUMO energy (spin up / spin down) at -9.4848 / -9.4840 eV.

(2)
Entry from OMol25: a molecular structure, C39H48Cl2N5O2STeZr at a distorted geometry (ωB97M-V/def2-TZVPD).

Last column: Löwdin spin population.
CARTESIAN COORDINATES (ANGSTROEM)
Zr1 -0.340 0.975 -0.466  0.064
Cl1 -1.371 2.913 -1.889  0.003
C1 -2.720 3.378 -0.861  0.000
C2 -3.120 4.697 -0.822  0.000
C3 -4.165 5.026 0.025  0.000
C4 -4.769 4.052 0.805  0.000
C5 -4.357 2.730 0.730  0.000
Cl2 -5.133 1.531 1.685  0.000
C6 -3.305 2.353 -0.122  0.000
S1 -2.815 0.672 -0.288  -0.002
H1 -2.646 5.447 -1.440  0.000
H2 -4.512 6.049 0.078  0.000
H3 -5.574 4.319 1.475  0.000
C7 1.687 3.593 -0.687  0.000
N1 0.955 2.782 0.372  0.000
C8 0.164 3.791 1.186  0.000
N2 0.999 4.825 1.736  0.000
C9 1.667 5.549 0.654  0.000
N3 2.503 4.638 -0.132  0.000
C10 3.513 4.049 0.751  0.000
N4 2.868 3.306 1.831  0.000
C11 2.049 2.257 1.294  0.000
C12 2.023 4.227 2.599  0.000
H4 0.947 4.045 -1.347  0.000
H5 2.333 2.916 -1.243  0.000
H6 -0.332 3.266 1.999  0.000
H7 -0.586 4.249 0.538  0.000
H8 2.295 6.331 1.079  0.000
H9 0.921 6.015 0.006  0.000
H10 4.123 4.844 1.177  0.000
H11 4.158 3.380 0.178  0.000
H12 1.586 1.741 2.124  0.000
H13 2.667 1.553 0.726  0.000
H14 2.649 5.020 3.006  0.000
H15 1.546 3.695 3.425  0.000
C13 3.097 -7.246 -2.767  0.005
C14 2.658 -5.983 -2.090  0.026
C15 3.282 -4.767 -2.341  0.011
C16 2.889 -3.597 -1.704  0.047
C17 3.666 -2.333 -1.982  0.004
C18 1.783 -3.658 -0.851  0.202
Te1 0.949 -1.745 -0.102  0.332
N5 -0.025 -0.009 1.157  0.111
C19 0.386 -0.225 2.429  0.009
O1 1.291 -1.027 2.678  0.086
C20 -0.282 0.527 3.538  0.008
C21 0.317 0.531 4.795  0.000
C22 -0.280 1.218 5.840  0.001
C23 -1.479 1.886 5.637  0.000
C24 -2.097 1.857 4.393  0.000
C25 -1.503 1.176 3.343  0.001
C26 -1.127 -2.157 -0.509  0.009
C27 -1.997 -2.592 0.502  0.000
C28 -1.642 -2.666 1.960  0.005
C29 -3.299 -2.942 0.154  0.000
C30 -3.766 -2.883 -1.149  0.000
C31 -5.164 -3.293 -1.501  0.000
C32 -2.902 -2.393 -2.126  0.000
C33 -1.607 -2.012 -1.825  0.004
C34 -0.804 -1.321 -2.895  0.008
C35 1.211 -4.882 -0.476  0.035
C36 0.187 -5.005 0.618  0.005
C37 1.642 -6.020 -1.137  0.008
H16 3.760 -7.046 -3.605  0.000
H17 2.230 -7.801 -3.127  0.001
H18 3.625 -7.886 -2.058  0.002
H19 4.119 -4.728 -3.030  0.001
H20 4.729 -2.557 -2.060  0.000
H21 3.543 -1.608 -1.179  0.000
H22 3.359 -1.894 -2.934  0.001
H23 1.247 -0.007 4.927  0.000
H24 0.189 1.226 6.815  0.000
H25 -1.943 2.418 6.457  0.000
H26 -3.047 2.356 4.244  0.000
H27 -2.001 1.097 2.385  0.000
H28 -0.574 -2.612 2.140  0.004
H29 -2.018 -3.589 2.401  0.000
H30 -2.123 -1.833 2.482  0.000
H31 -3.963 -3.278 0.943  0.000
H32 -5.728 -3.576 -0.615  0.000
H33 -5.153 -4.142 -2.186  0.000
H34 -5.688 -2.479 -2.001  0.000
H35 -3.259 -2.290 -3.145  0.000
H36 -1.221 -1.519 -3.881  0.000
H37 0.241 -1.627 -2.891  0.005
H38 -0.875 -0.233 -2.725  0.000
H39 0.362 -4.250 1.383  0.001
H40 0.258 -5.985 1.086  0.001
H41 -0.826 -4.897 0.228  0.001
H42 1.201 -6.975 -0.874  0.001
C38 2.168 0.409 -4.455  0.000
C39 2.320 0.871 -3.024  0.001
O2 1.032 1.300 -2.476  0.000
H43 3.145 0.148 -4.859  0.000
H44 1.765 1.208 -5.082  0.000
H45 1.517 -0.462 -4.526  0.000
H46 3.016 1.709 -2.961  0.000
H47 2.671 0.071 -2.377  0.000
H48 0.632 1.812 -3.191  0.000

Force components x, y, z for each atom (eV/Å):
Zr 0.44 -0.95 0.52
Cl -0.14 0.86 -0.64
C -0.48 -0.02 0.33
C 0.13 0.06 -0.17
C -0.03 -0.03 0.04
C -0.08 0.03 0.05
C 0.27 0.02 -0.17
Cl -0.08 0.03 0.09
C -0.07 0.03 -0.13
S 0.28 0.01 0.10
H 0.03 -0.03 0.01
H 0.02 0.00 0.00
H -0.01 -0.05 -0.01
C 0.17 0.19 -0.05
N 0.03 -0.01 -0.11
C -0.10 0.17 0.10
N 0.02 0.06 0.05
C -0.03 -0.07 -0.01
N 0.03 0.08 0.00
C -0.07 -0.03 0.03
N 0.07 0.04 0.00
C 0.19 0.02 0.11
C 0.01 -0.01 -0.05
H 0.00 -0.09 -0.02
H -0.08 -0.03 0.00
H -0.09 -0.19 0.06
H 0.02 -0.08 -0.03
H -0.01 0.01 -0.01
H 0.00 -0.03 0.00
H 0.02 -0.01 -0.02
H -0.02 0.00 0.00
H -0.14 -0.06 0.02
H -0.06 0.00 -0.01
H -0.02 -0.01 0.04
H -0.01 -0.03 -0.04
C 0.00 0.03 0.03
C -0.02 0.05 0.01
C -0.04 -0.08 0.01
C 0.04 0.35 0.00
C -0.08 -0.18 0.00
C 0.00 -0.03 0.05
Te -0.22 -0.78 -0.62
N -0.13 1.05 -0.25
C 0.44 -0.60 1.06
O -0.29 0.27 -0.21
C -0.11 -0.02 -0.25
C 0.10 0.03 -0.04
C 0.07 -0.03 -0.03
C -0.02 0.03 0.05
C -0.05 0.03 -0.06
C 0.13 -0.06 -0.01
C -0.03 0.00 -0.08
C 0.10 0.04 0.15
C -0.08 0.12 -0.09
C 0.05 -0.01 -0.05
C 0.04 0.08 0.03
C -0.01 -0.01 -0.01
C -0.04 -0.03 0.04
C 0.22 -0.02 -0.07
C -0.13 -0.27 0.15
C -0.19 0.09 0.18
C 0.09 -0.07 -0.15
C 0.05 0.02 -0.02
H 0.00 0.00 0.00
H 0.03 -0.03 -0.02
H 0.00 -0.02 -0.02
H -0.01 0.01 -0.01
H 0.00 -0.01 0.02
H 0.10 0.08 -0.06
H -0.01 0.03 0.04
H 0.00 0.02 0.05
H -0.01 0.01 0.00
H 0.00 0.00 -0.01
H 0.00 -0.03 0.02
H -0.05 0.07 -0.05
H 0.05 0.03 0.12
H 0.01 0.00 0.00
H 0.06 -0.01 0.04
H -0.01 -0.02 -0.01
H -0.01 0.00 -0.01
H 0.00 0.00 0.00
H -0.01 -0.01 0.01
H 0.01 0.02 0.00
H 0.00 0.10 -0.02
H 0.04 0.11 -0.09
H 0.09 -0.11 -0.32
H -0.06 -0.11 0.05
H 0.02 0.01 0.02
H 0.03 0.02 0.02
H -0.03 0.02 0.00
C -0.07 0.05 0.11
C 0.23 -0.21 -0.03
O -0.15 -0.04 0.18
H 0.01 -0.01 0.01
H 0.01 -0.03 -0.02
H 0.01 0.01 -0.03
H -0.05 0.03 0.07
H -0.08 0.08 0.06
H -0.22 0.10 0.02

For the energy above the lowest of the compared OMol25 structures with the same formula, charge and spin, the calculation gives 64.28 kcal/mol. Its frontier orbital gap (spin up / spin down) is 7.006 / 5.775 eV. Its charge is +2. The calculation puts the LUMO energy (spin up / spin down) at -6.2839 / -7.6694 eV. As for the spin multiplicity: 2.

Which formula does entry 2 have?
C39H48Cl2N5O2STeZr

charge of number 1 (C39H47AuGeNO4P)?
+2